Record 1
Density functional theory data (ωB97M-V/def2-TZVPD) for a structure of composition C52H66N3O3PTa.

charge	-1
E_LUMO (spin up / spin down)	2.11 / 2.10	eV
HOMO level (spin up / spin down)	-3.717 / -3.714	eV
gap between HOMO and LUMO (spin up / spin down)	5.8 / 5.8	eV

Last column: Löwdin charge in e.
Element x y z (Å)
C  -4.954367  -0.477535  -0.425530  -0.29
C  -0.578533  0.151799  3.600082  -0.66
C  3.130702  -2.440317  2.077623  -0.36
H  4.724909  -3.864590  0.840103  0.11
C  1.443217  2.535836  -2.918948  -0.06
C  -1.220450  -1.183959  3.227717  -0.08
C  -5.782981  0.464295  -1.024600  -0.05
H  -4.361840  -0.764731  1.620808  0.07
H  -2.703426  -3.387319  -2.941268  0.10
C  1.064393  4.464179  -1.298776  -0.13
C  -3.762793  -6.042586  0.195043  -0.06
C  0.899962  -2.296984  -2.194690  -0.04
C  3.958077  0.407368  -2.267779  -0.37
C  -0.590405  5.813666  0.478673  -0.06
C  5.225399  -2.876884  -0.973231  -0.09
H  -1.942713  -1.491714  3.992167  0.08
O  -0.689971  0.712407  -1.655523  -0.07
O  -1.831974  2.545452  -1.359306  0.14
H  0.738699  0.926654  5.147030  0.08
H  5.691786  1.536617  -1.595783  0.08
H  0.919515  -0.811070  4.887819  0.05
C  0.357823  -1.445913  0.063978  -0.25
H  -2.718712  -0.806847  -2.956544  0.09
H  -0.925659  -4.753433  0.124032  0.09
C  -0.542591  4.033882  2.175332  -0.38
C  5.287136  1.122832  -2.522127  -0.06
C  0.553511  5.727549  -1.584305  -0.05
H  3.985646  -0.870516  -4.030872  0.08
H  -0.945851  -3.782582  -4.619542  0.09
C  2.626721  2.553544  0.647674  -0.21
H  1.411757  -1.634642  0.168057  0.01
H  0.382949  2.575466  -3.168928  0.08
H  -1.605016  -3.841216  1.456901  0.05
H  2.362104  -0.504888  -3.435923  0.07
C  -0.119344  4.543629  0.814369  -0.14
H  -6.074731  -0.369994  1.401026  0.07
H  1.179998  4.901282  3.182093  0.08
C  5.000851  -1.738497  -1.717771  -0.07
H  -0.466156  -1.970872  3.137897  0.07
C  -3.849964  -0.967357  -1.144091  -0.34
C  -4.995735  -6.159186  -0.430636  -0.10
H  -2.376124  3.911283  3.340464  0.07
N  -1.442536  1.485703  -1.002414  -0.55
C  -0.703760  -3.295606  -3.683076  -0.10
H  3.768552  3.197770  -1.497899  0.04
H  3.970985  3.941592  -3.094517  0.07
H  5.516453  -1.613041  -2.662398  0.10
C  -5.553731  -5.054290  -1.053290  -0.10
H  -0.496631  -0.192442  5.739273  0.08
C  3.655764  -2.028738  0.697901  -0.12
H  -6.179271  1.693271  -2.737658  0.10
C  2.607935  -1.344828  2.983463  -0.08
H  -2.324735  0.795478  4.707875  0.08
C  -5.235102  -0.925763  0.983518  -0.06
Ta  0.211172  0.797481  0.419077  1.68
H  3.274719  1.124761  -1.830998  0.07
H  4.358672  1.363898  0.788286  0.12
H  -2.502625  3.199391  1.724284  0.07
H  3.284411  0.722036  -4.310425  0.06
H  -1.744830  -1.122676  2.272818  0.03
H  1.391272  -3.063401  -4.124578  0.10
H  6.035259  0.444720  -2.937469  0.07
C  -5.525509  0.949452  -2.299338  -0.09
N  2.588630  0.239439  0.372324  -0.08
H  3.088597  3.500256  0.895313  0.11
H  -6.635988  0.838606  -0.469363  0.10
H  -3.320355  -6.907533  0.676952  0.10
H  -5.515831  -7.109286  -0.430602  0.09
H  -2.512223  4.942956  1.920621  0.07
H  5.920371  -3.639928  -1.301182  0.10
C  -1.719682  -4.759985  0.875571  -0.06
H  -0.131912  4.420234  4.268450  0.07
C  -0.082588  -2.053289  -1.217073  -0.29
C  3.418311  3.991987  -2.152154  -0.06
C  -4.418493  0.491792  -2.993184  -0.09
H  -5.311342  -2.983153  -1.534099  0.10
C  0.198205  0.004980  4.916867  -0.07
C  3.283147  1.381760  0.613308  -0.25
H  1.093740  1.337070  2.852720  0.05
H  -2.349169  1.256104  2.995728  0.07
H  1.572919  1.752919  -2.176893  0.04
C  -1.711240  1.152216  3.872172  -0.07
N  1.255633  2.540865  0.311352  -0.16
C  4.123690  -0.747339  -1.294826  -0.14
H  1.240511  -3.364148  1.465033  0.05
H  -0.281592  5.888661  3.296477  0.07
C  -1.685771  -3.070355  -2.737636  -0.11
H  -5.472889  -1.990950  1.032594  0.07
C  3.415125  -0.849135  -0.063466  -0.18
H  1.744418  -0.832383  2.564362  0.02
H  0.809653  6.177847  -2.536450  0.11
C  4.547311  -2.993827  0.217851  -0.07
H  2.324125  -1.803407  3.933808  0.07
H  -0.159911  -1.901439  0.912943  0.01
C  -1.400321  -2.440878  -1.522048  -0.34
C  -3.642609  -3.712878  -0.404169  -0.32
H  5.154019  1.941958  -3.231885  0.06
H  -6.511753  -5.130430  -1.552883  0.10
H  2.608237  -4.471152  1.480981  0.07
H  -4.187511  0.878410  -3.977931  0.10
P  -2.715139  -2.130735  -0.295821  1.14
C  -0.263079  6.416567  -0.711301  -0.08
H  3.369193  -0.586350  3.181633  0.09
C  1.914158  3.894275  -2.425206  -0.35
C  0.095176  4.861483  3.294500  -0.06
C  0.600861  -2.893562  -3.401992  -0.08
C  -3.072907  -4.835055  0.221826  -0.27
C  2.153030  -3.623274  1.996513  -0.06
C  0.283505  0.697024  2.465661  -0.22
H  1.879478  -3.947177  3.005051  0.08
H  3.654806  4.946151  -1.675835  0.08
H  -0.644616  7.398012  -0.965343  0.10
H  1.922593  -2.011000  -1.970785  0.09
C  -3.591274  -0.463574  -2.416595  -0.09
H  1.992205  2.255158  -3.817405  0.07
C  3.361153  -0.091706  -3.587100  -0.06
H  -1.230178  6.334748  1.179459  0.10
O  -1.803150  0.990575  0.189216  -0.16
C  -2.071325  4.019922  2.298569  -0.07
H  -1.318592  2.134952  4.134965  0.06
H  4.019731  -2.840341  2.579562  0.12
H  -1.558150  -5.611553  1.536754  0.08
H  1.730181  4.573736  -3.262643  0.11
C  -4.875039  -3.843313  -1.039782  -0.10
H  -0.178025  3.014099  2.274629  0.07
C  0.737628  3.845534  -0.063273  -0.15

Cartesian forces, eV/Å:
C 0.0 0.0 0.0
C 0.0 0.1 0.0
C 0.1 0.1 0.0
H 0.0 0.0 0.0
C 0.0 0.0 0.0
C 0.0 -0.1 0.1
C 0.0 0.0 0.0
H 0.0 0.0 0.0
H 0.0 0.0 0.0
C -0.1 -0.1 0.0
C 0.0 0.0 0.0
C -0.1 0.0 0.0
C 0.1 0.0 0.0
C 0.0 0.0 0.0
C 0.0 0.1 0.0
H 0.0 0.0 0.0
O 0.2 0.1 -0.2
O -0.4 0.9 -0.5
H 0.0 0.0 0.0
H 0.0 0.0 0.0
H -0.1 0.1 0.0
C -0.6 0.0 -0.1
H 0.0 0.0 0.0
H 0.0 0.0 0.0
C 0.0 -0.1 0.0
C 0.0 0.0 0.0
C 0.1 0.0 0.0
H 0.0 0.0 0.0
H 0.0 0.0 0.0
C -0.2 0.3 -0.1
H -0.1 -0.2 0.1
H 0.0 0.0 0.0
H 0.0 0.0 0.0
H 0.1 0.1 -0.1
C 0.1 0.1 0.0
H 0.0 0.0 0.0
H 0.0 0.0 0.0
C 0.0 -0.1 0.0
H 0.0 0.0 0.0
C 0.0 0.0 -0.1
C 0.0 0.0 0.0
H 0.0 -0.1 0.0
N -1.7 -0.5 -0.4
C 0.0 0.0 0.0
H 0.0 0.0 0.0
H 0.0 0.0 0.0
H 0.0 0.0 0.0
C 0.0 0.0 0.0
H 0.0 0.0 0.0
C 0.1 0.0 0.0
H 0.0 0.0 0.0
C 0.1 0.0 0.0
H 0.0 0.0 0.0
C 0.0 0.0 0.0
Ta 4.0 -2.0 3.0
H 0.0 0.0 0.0
H 0.0 -0.1 0.0
H 0.0 0.0 0.0
H 0.0 0.0 0.0
H -0.1 0.0 0.0
H 0.0 0.0 0.0
H 0.0 0.0 0.0
C 0.0 0.0 0.0
N -0.5 -0.1 -0.3
H 0.0 0.0 -0.1
H 0.0 0.0 0.0
H 0.0 0.0 0.0
H 0.0 0.0 0.0
H 0.0 0.0 0.1
H 0.0 0.0 0.0
C 0.0 0.0 0.0
H 0.0 0.0 0.0
C 0.1 -0.1 0.0
C 0.0 0.0 0.0
C 0.0 0.0 0.0
H 0.0 0.0 0.0
C 0.0 0.0 0.0
C 0.3 0.1 0.2
H 0.0 0.0 -0.1
H 0.0 0.1 -0.1
H 0.0 0.1 0.0
C -0.1 -0.1 0.0
N 0.0 0.8 -0.3
C 0.0 0.1 0.0
H 0.0 0.0 0.0
H 0.0 0.0 0.0
C 0.0 0.0 0.0
H 0.0 0.0 0.0
C 0.4 0.0 0.2
H 0.0 -0.1 0.0
H 0.0 0.0 0.0
C 0.0 0.0 0.0
H 0.1 0.0 0.0
H -0.1 0.1 -0.1
C 0.1 0.0 0.0
C 0.0 0.0 0.0
H 0.0 0.0 0.0
H 0.0 0.0 0.0
H 0.0 0.0 0.0
H 0.0 0.0 0.0
P 0.0 0.0 0.1
C 0.0 0.0 0.0
H 0.0 0.0 0.0
C 0.0 0.1 0.0
C 0.0 0.1 0.0
C 0.0 0.0 0.0
C 0.0 0.0 0.0
C 0.0 0.0 0.0
C -0.9 -0.1 -1.3
H 0.0 0.0 0.0
H 0.0 0.0 0.0
H 0.0 0.0 0.0
H -0.1 -0.1 0.0
C 0.0 0.0 0.0
H 0.0 0.0 0.0
C 0.0 0.0 0.0
H 0.0 0.0 0.0
O -0.4 0.7 -0.2
C 0.0 0.0 0.0
H 0.0 0.0 0.0
H 0.0 0.0 0.0
H 0.0 0.0 0.0
H 0.0 0.0 0.0
C 0.0 0.0 0.0
H 0.0 0.0 0.0
C -0.2 0.1 0.1

***

Record 2
Density functional theory data (ωB97M-V/def2-TZVPD) for a cluster of 2 separate species, C2H4O4 in total.

charge	0
E_LUMO	0.66	eV
HOMO level	-9.138	eV
gap between HOMO and LUMO	9.8	eV

Last column: Löwdin charge in e.
Element x y z (Å)
H  0.750793  0.417517  0.283904  0.03
C  0.693596  -1.314326  -0.456677  -0.29
O  1.133533  -2.079371  -1.404478  0.09
H  1.918706  -1.782771  -1.784656  0.07
O  -1.008176  2.245171  0.932438  0.08
C  -0.508605  1.058103  0.872569  -0.31
O  1.399980  -0.256579  -0.256251  0.00
O  -1.395302  0.196316  0.608381  0.06
H  -0.948660  -0.717439  0.397819  0.09
H  -2.035865  2.233379  0.806952  0.17

Cartesian forces, eV/Å:
H 1.0 -0.1 0.5
C -1.4 0.8 0.8
O -2.0 -1.8 0.8
H 2.7 1.2 -1.2
O -2.1 1.1 0.3
C 0.8 0.5 -0.7
O 0.2 0.1 -0.5
O -1.2 -2.4 -0.2
H 0.0 0.8 0.0
H 2.1 -0.1 0.3

***

The calculation returns the following F_max values, one per record and in order: 5.4, 3.2 eV/A.